{
  "formula": "C15H24Cl3NO5RbS",
  "method": "ωB97M-V/def2-TZVPD",
  "species": ["C", "C", "C", "Cl", "C", "O", "S", "O", "O", "O", "C", "C", "C", "C", "C", "N", "C", "C", "C", "O", "C", "Cl", "C", "C", "Cl", "H", "H", "H", "H", "H", "H", "H", "H", "H", "H", "H", "H", "H", "H", "H", "H", "H", "H", "H", "H", "H", "H", "H", "H", "Rb"],
  "positions_angstrom": [[5.178, -1.578, -0.761], [4.721, -0.069, -0.237], [3.288, 0.256, -0.948], [3.694, 1.290, -2.441], [2.303, 1.198, -0.037], [2.995, 2.189, 0.792], [3.052, 1.626, 2.373], [2.479, 2.489, 3.444], [4.518, 1.554, 2.737], [2.323, 0.112, 2.094], [1.367, 0.379, 0.990], [0.907, -1.140, 0.644], [-0.047, -1.268, -0.662], [-1.504, -1.786, -0.167], [-2.577, -1.081, -1.116], [-3.994, -1.206, -0.670], [-4.196, -0.787, 0.746], [-4.753, -0.325, -1.575], [-6.210, 0.254, -1.202], [-4.295, 0.068, -2.683], [0.175, 1.083, 1.771], [-0.064, 0.552, 3.519], [-0.742, 2.026, 1.284], [-0.675, 2.523, -0.220], [-2.061, 2.661, 2.375], [6.301, -1.573, -0.941], [4.546, -1.945, -1.668], [4.918, -2.311, 0.139], [5.470, 0.683, -0.639], [4.692, -0.142, 0.894], [2.747, -0.667, -1.367], [1.847, 1.859, -0.836], [1.884, -1.727, 0.400], [0.483, -1.646, 1.572], [-0.111, -0.341, -1.311], [0.377, -2.132, -1.326], [-1.573, -1.497, 0.931], [-1.586, -2.920, -0.224], [-2.457, -1.564, -2.151], [-2.299, 0.037, -1.148], [-3.641, -1.451, 1.500], [-5.296, -0.836, 1.073], [-3.896, 0.320, 0.852], [-6.651, 0.826, -2.073], [-6.897, -0.553, -0.792], [-6.009, 1.035, -0.380], [-1.644, 3.085, -0.435], [-0.431, 1.723, -0.983], [0.155, 3.320, -0.279], [3.190, -2.605, -0.857]],
  "mulliken_charge": [-1.048, -0.232, -0.546, -0.123, 0.297, -0.420, 1.288, -0.534, -0.597, -0.374, 0.694, -1.185, -0.017, -0.802, -0.377, -0.041, -0.881, 0.682, -0.985, -0.567, -0.126, -0.110, 0.363, -1.086, -0.139, 0.395, 0.370, 0.201, 0.466, 0.090, 0.330, 0.585, -0.389, 0.711, 0.283, 0.285, 0.302, 0.181, 0.264, 0.200, 0.287, 0.308, 0.312, 0.300, 0.316, 0.234, 0.402, 0.269, 0.318, 0.844],
  "homo_energy_ev": -11.80,
  "max_force_ha_per_bohr": 0.23310,
  "homo_lumo_gap_ev": 8.05,
  "total_charge": 1
}

{
  "formula": "C37H46BBr2KN7OS3",
  "method": "ωB97M-V/def2-TZVPD",
  "species": ["K", "C", "C", "C", "C", "N", "N", "B", "N", "N", "C", "C", "C", "C", "C", "S", "C", "C", "C", "C", "N", "N", "C", "C", "C", "C", "C", "S", "C", "C", "C", "C", "C", "S", "C", "C", "C", "C", "H", "H", "H", "H", "H", "H", "H", "H", "H", "H", "H", "H", "H", "H", "H", "H", "H", "H", "H", "H", "H", "H", "H", "H", "H", "H", "H", "H", "H", "H", "H", "H", "H", "H", "H", "H", "H", "H", "H", "C", "C", "C", "C", "C", "C", "Br", "C", "C", "Br", "C", "O", "C", "N", "H", "H", "H", "H", "H", "H", "H"],
  "positions_angstrom": [[0.000, 0.000, 0.000], [4.603, 1.482, 2.608], [4.246, 1.374, 1.135], [5.097, 1.998, 0.221], [4.825, 1.947, -1.145], [3.717, 1.284, -1.553], [2.872, 0.642, -0.744], [1.780, -0.088, -1.621], [1.578, -1.626, -1.479], [2.731, -2.237, -1.210], [2.886, -3.583, -1.169], [1.766, -4.385, -1.383], [0.522, -3.804, -1.639], [-0.661, -4.727, -1.860], [0.419, -2.385, -1.702], [-0.897, -1.795, -1.958], [4.276, -4.185, -0.947], [4.677, -5.014, -2.186], [5.333, -3.072, -0.750], [4.272, -5.085, 0.303], [1.100, 0.625, -2.850], [1.768, 0.306, -3.960], [1.444, 0.736, -5.204], [0.341, 1.571, -5.347], [-0.421, 1.932, -4.236], [-1.627, 2.823, -4.473], [-0.052, 1.447, -2.947], [-0.930, 1.810, -1.818], [2.275, 0.296, -6.411], [2.892, 1.531, -7.099], [3.421, -0.647, -5.979], [1.379, -0.466, -7.411], [3.101, 0.666, 0.662], [2.218, 0.067, 1.695], [5.725, 2.570, -2.219], [4.900, 3.578, -3.041], [6.959, 3.300, -1.640], [6.227, 1.443, -3.145], [5.532, 2.067, 2.776], [3.783, 1.988, 3.160], [4.762, 0.468, 3.032], [5.969, 2.516, 0.592], [1.862, -5.463, -1.359], [-0.376, -5.798, -1.781], [-1.444, -4.526, -1.099], [-1.082, -4.561, -2.874], [4.686, -4.374, -3.096], [5.691, -5.450, -2.058], [3.969, -5.852, -2.362], [5.378, -2.408, -1.642], [5.089, -2.450, 0.138], [6.343, -3.510, -0.600], [3.556, -5.927, 0.192], [5.281, -5.522, 0.470], [3.989, -4.498, 1.202], [0.061, 1.930, -6.330], [-1.749, 3.091, -5.544], [-2.552, 2.301, -4.149], [-1.517, 3.766, -3.898], [3.545, 2.084, -6.389], [3.506, 1.225, -7.974], [2.107, 2.225, -7.464], [4.103, -0.137, -5.269], [3.018, -1.558, -5.486], [4.021, -0.969, -6.858], [0.555, 0.175, -7.788], [1.971, -0.804, -8.288], [0.930, -1.360, -6.926], [4.527, 4.397, -2.389], [5.520, 4.026, -3.848], [4.026, 3.083, -3.518], [6.649, 4.136, -0.977], [7.601, 2.598, -1.065], [7.579, 3.727, -2.458], [5.376, 0.909, -3.616], [6.867, 1.852, -3.957], [6.823, 0.702, -2.569], [-0.322, -3.623, 0.557], [-0.970, -2.878, 1.680], [-1.574, -3.527, 2.725], [-2.146, -2.746, 3.716], [-2.119, -1.329, 3.669], [-2.709, -0.556, 4.690], [-3.588, -1.313, 6.212], [-2.686, 0.825, 4.650], [-2.070, 1.469, 3.584], [-2.127, 3.395, 3.682], [-1.443, 0.785, 2.499], [-0.895, 1.475, 1.549], [-1.480, -0.693, 2.563], [-0.929, -1.534, 1.609], [-0.399, -4.706, 0.690], [0.740, -3.362, 0.500], [-0.803, -3.362, -0.391], [-1.606, -4.608, 2.781], [-2.621, -3.272, 4.538], [-3.143, 1.410, 5.442], [-2.271, 0.000, 0.000]],
  "mulliken_charge": [1.247, -1.628, 0.339, -0.282, -0.734, -0.440, 0.566, -1.400, 1.211, -0.898, -0.113, -0.352, -0.695, -1.338, 1.524, -0.362, 1.947, -1.572, -1.729, -1.618, 0.667, -0.245, -0.027, -0.522, 0.216, -1.527, 0.631, -0.601, 1.987, -1.513, -1.242, -1.685, 1.249, -0.767, 2.355, -1.438, -2.147, -1.305, 0.347, 0.316, 0.282, 0.459, 0.394, 0.352, 0.293, 0.324, 0.284, 0.455, 0.286, 0.284, 0.268, 0.432, 0.309, 0.421, 0.322, 0.280, 0.334, 0.313, 0.297, 0.221, 0.431, 0.305, -0.160, 0.307, 0.463, 0.299, 0.435, 0.327, 0.359, 0.410, 0.095, 0.406, 0.407, 0.388, -0.120, 0.426, 0.348, 0.360, -0.553, -0.849, -0.939, 1.289, -0.009, -0.305, -0.440, -0.306, -0.236, 0.543, -0.664, -0.530, 0.490, 0.424, 0.255, -0.682, 0.441, 0.297, 0.379, -0.124],
  "e_above_lowest_kj_mol": 98.5,
  "homo_energy_ev": [-2.83, -4.09],
  "max_force_ha_per_bohr": 0.24359,
  "homo_lumo_gap_ev": [4.83, 6.23],
  "total_charge": -1
}

{
  "formula": "C37H31N3O4P2S4W",
  "method": "ωB97M-V/def2-TZVPD",
  "species": ["W", "S", "P", "C", "P", "S", "C", "C", "C", "C", "C", "C", "C", "C", "C", "C", "C", "C", "C", "C", "C", "C", "C", "C", "C", "C", "C", "C", "C", "C", "H", "H", "H", "H", "H", "H", "H", "H", "H", "H", "H", "H", "H", "H", "H", "H", "H", "H", "H", "H", "N", "C", "C", "C", "C", "C", "C", "S", "O", "O", "N", "C", "S", "C", "C", "N", "H", "H", "H", "H", "H", "H", "H", "H", "C", "C", "O", "H", "H", "H", "O", "C"],
  "positions_angstrom": [[0.846, 2.005, 0.051], [-1.200, 2.962, -1.311], [-1.747, 1.034, -1.048], [-0.275, 0.336, -0.497], [0.286, -1.344, -0.455], [2.082, -1.630, 0.278], [0.145, -2.080, -2.114], [0.327, -1.287, -3.241], [0.284, -1.842, -4.513], [0.056, -3.201, -4.668], [-0.109, -4.007, -3.548], [-0.060, -3.450, -2.279], [-0.958, -2.238, 0.536], [-2.195, -2.578, -0.005], [-3.174, -3.177, 0.774], [-2.921, -3.438, 2.115], [-1.686, -3.116, 2.661], [-0.702, -2.525, 1.873], [-2.512, 0.489, -2.597], [-2.101, 1.056, -3.801], [-2.660, 0.634, -4.998], [-3.627, -0.361, -5.002], [-4.056, -0.918, -3.805], [-3.507, -0.488, -2.606], [-3.091, 0.952, 0.163], [-4.320, 1.554, -0.129], [-5.346, 1.535, 0.800], [-5.155, 0.911, 2.031], [-3.940, 0.317, 2.328], [-2.909, 0.336, 1.394], [0.508, -0.227, -3.116], [0.421, -1.211, -5.383], [0.012, -3.634, -5.660], [-0.273, -5.071, -3.664], [-0.172, -4.089, -1.411], [-2.384, -2.403, -1.056], [-4.131, -3.439, 0.339], [-3.681, -3.903, 2.730], [-1.482, -3.332, 3.702], [0.269, -2.277, 2.286], [-1.346, 1.832, -3.793], [-2.338, 1.082, -5.929], [-4.060, -0.693, -5.937], [-4.827, -1.678, -3.802], [-3.883, -0.889, -1.674], [-4.472, 2.049, -1.082], [-6.292, 2.008, 0.571], [-5.958, 0.893, 2.756], [-3.787, -0.167, 3.284], [-1.960, -0.128, 1.628], [5.404, -1.611, 5.824], [4.976, -0.691, 4.882], [5.879, -0.141, 3.972], [5.458, 0.804, 3.055], [4.130, 1.209, 3.042], [3.218, 0.673, 3.948], [3.642, -0.269, 4.861], [3.613, 2.371, 1.860], [2.616, 3.196, 2.498], [4.783, 2.967, 1.279], [2.819, 1.469, 0.737], [3.333, 1.338, -0.554], [4.907, 1.035, -1.153], [4.282, 1.056, -2.758], [2.954, 1.285, -2.747], [2.416, 1.423, -1.489], [6.278, -2.075, 5.651], [4.706, -2.188, 6.260], [6.917, -0.454, 3.989], [6.157, 1.236, 2.351], [2.184, 0.996, 3.941], [2.938, -0.687, 5.572], [4.921, 0.914, -3.613], [2.314, 1.352, -3.613], [0.324, 5.285, 0.940], [0.840, 4.054, 0.335], [1.829, 3.930, -0.388], [0.651, 6.167, 0.390], [0.751, 5.307, 1.949], [-0.759, 5.239, 1.021], [-0.421, 1.775, 2.919], [0.001, 1.870, 1.862]],
  "mulliken_charge": [1.699, -0.798, 1.685, 0.257, 2.155, -0.539, -0.098, 0.292, -0.703, -0.615, -0.753, -0.349, -0.735, -0.236, -0.803, -0.586, -0.597, -0.648, 0.605, -0.688, -0.807, -0.551, -0.846, -0.473, 0.542, -0.519, -0.783, -0.619, -1.499, 0.072, -0.013, 0.447, 0.402, 0.420, 0.470, 0.890, 0.432, 0.399, 0.436, 0.454, 0.289, 0.435, 0.407, 0.448, 0.540, 0.449, 0.409, 0.404, 0.506, 0.798, -0.538, 1.117, -0.773, -0.546, -0.242, -0.257, -0.908, 1.289, -0.702, -0.756, -0.376, 0.135, -0.100, -0.435, -0.951, -0.068, 0.210, 0.213, 0.290, 0.509, 0.434, 0.297, 0.468, 0.427, -1.450, 0.460, -0.450, 0.409, 0.304, 0.243, -0.510, 0.174],
  "e_above_lowest_kj_mol": 0.0,
  "homo_energy_ev": [-6.97, -7.21],
  "max_force_ha_per_bohr": 0.02466,
  "homo_lumo_gap_ev": [6.32, 6.35]
}